Here is a cluster of 12 separate species, C56H136F12N8O20S4 in total at a distorted geometry from OMol25. Energies are from ωB97M-V with the def2-TZVPD basis set.

The calculation puts the orbital gap at 9.24 eV. The electronic energy is -6947.8924 Ha. As for the total charge: +4. Its max |F| is 5.15 eV/A. The value obtained for the energy above the lowest of the compared OMol25 structures with the same formula, charge and spin is 0.00 kcal per mole.

Last column: Mulliken charge in e.
Element x y z (Å)
C 8.207 5.217 4.533  -1.09
N 7.953 6.415 5.372  0.13
C 7.128 7.471 4.591  -0.99
C 7.134 6.097 6.579  -0.97
C 9.269 6.992 5.773  -0.65
C 10.319 6.048 6.467  -0.42
O 10.833 5.258 5.407  -0.52
H 8.456 4.289 5.060  0.28
H 8.929 5.468 3.760  0.40
H 7.345 4.836 4.048  0.60
H 6.161 7.074 4.477  0.39
H 7.681 7.597 3.656  0.43
H 7.114 8.334 5.164  0.37
H 6.116 5.882 6.221  0.37
H 7.065 6.958 7.148  0.44
H 7.503 5.223 7.121  0.36
H 9.094 7.792 6.466  0.43
H 9.734 7.389 4.884  0.43
H 9.935 5.412 7.227  0.32
H 11.135 6.714 6.857  0.36
H 11.453 4.540 5.687  0.31
C 1.353 1.779 -0.082  -0.66
N 0.259 1.085 0.648  1.51
C 0.413 1.468 2.042  -1.07
C -1.119 1.730 0.110  -0.58
C 0.406 -0.392 0.406  1.19
C -0.336 -1.237 1.442  -1.28
O -1.659 -0.832 1.685  -0.60
H 2.302 1.591 0.359  0.69
H 1.095 2.828 -0.107  -0.47
H 1.370 1.413 -1.099  0.12
H -0.285 0.968 2.679  0.32
H 0.269 2.564 2.180  0.23
H 1.385 1.171 2.524  0.28
H -1.222 1.280 -0.849  -0.08
H -0.979 2.773 0.237  0.48
H -1.979 1.376 0.671  0.36
H 1.530 -0.637 0.387  0.22
H 0.004 -0.587 -0.619  -0.70
H 0.245 -1.270 2.381  0.52
H -0.337 -2.249 1.017  0.22
H -2.201 -1.163 0.970  0.33
C -6.586 3.422 4.148  -0.81
N -7.416 3.634 2.848  0.23
C -7.029 5.009 2.257  -0.59
C -7.042 2.540 1.898  -0.83
C -8.915 3.728 3.062  -0.44
C -9.517 2.845 4.217  -0.63
O -8.884 1.582 4.206  -0.49
H -6.656 2.334 4.367  0.37
H -6.882 4.027 4.987  0.35
H -5.578 3.713 3.765  0.28
H -5.989 5.073 2.030  -0.05
H -7.295 5.821 2.924  0.38
H -7.591 5.139 1.289  0.44
H -5.931 2.335 1.794  0.18
H -7.275 2.911 0.936  0.38
H -7.607 1.733 2.312  0.43
H -9.418 3.452 2.247  0.49
H -9.123 4.805 3.341  0.25
H -10.590 2.780 4.053  0.45
H -9.333 3.287 5.199  0.32
H -9.453 0.902 4.600  0.32
C 6.522 0.217 -3.204  -0.88
N 6.320 1.439 -2.257  0.39
C 6.789 1.043 -0.965  -0.88
C 7.127 2.603 -2.774  -0.70
C 4.830 1.848 -2.146  1.27
C 4.177 2.465 -3.425  0.29
O 4.216 1.669 -4.556  -0.60
H 5.590 -0.321 -3.193  0.33
H 7.373 -0.334 -2.963  0.46
H 6.643 0.539 -4.256  0.29
H 6.907 1.916 -0.363  0.42
H 7.689 0.507 -1.173  0.40
H 6.051 0.406 -0.536  0.27
H 8.168 2.242 -2.674  0.43
H 6.914 3.406 -2.091  0.20
H 6.886 2.828 -3.858  0.34
H 4.736 2.575 -1.430  -0.91
H 4.316 0.901 -1.905  -0.42
H 4.692 3.386 -3.546  0.75
H 3.125 2.714 -3.110  -0.52
H 3.320 1.496 -4.773  0.22
C 4.861 -5.048 -6.911  -1.02
C 3.613 -4.698 -7.735  -0.44
N 3.462 -3.229 -8.109  0.46
C 3.607 -2.297 -6.919  -1.86
C 4.547 -2.925 -9.188  -0.33
C 4.721 -1.372 -9.486  -1.19
C 2.118 -3.054 -8.724  -0.81
C 0.920 -3.011 -7.756  -0.32
O 0.876 -1.749 -7.147  -0.39
C 0.076 -1.827 -6.012  0.77
H 5.722 -4.491 -7.299  0.29
H 4.903 -6.159 -6.841  0.40
H 4.792 -4.712 -5.834  0.17
H 2.685 -5.056 -7.290  0.44
H 3.623 -5.266 -8.662  0.47
H 2.982 -2.783 -6.193  0.34
H 3.191 -1.365 -7.219  0.54
H 4.645 -2.188 -6.661  0.79
H 4.304 -3.411 -10.136  0.35
H 5.434 -3.322 -8.801  0.40
H 5.549 -1.322 -10.206  0.44
H 4.900 -0.672 -8.683  0.30
H 3.848 -0.991 -10.030  0.37
H 1.965 -3.864 -9.373  0.46
H 2.093 -2.064 -9.167  0.30
H 1.063 -3.790 -6.952  0.10
H -0.010 -3.312 -8.298  0.56
H -0.964 -2.079 -6.328  0.47
H 0.052 -0.901 -5.436  -0.98
H 0.425 -2.652 -5.367  -0.11
C -6.034 -7.671 10.249  -1.11
C -5.896 -6.529 9.189  -0.42
N -4.521 -5.810 9.344  -0.23
C -4.503 -4.759 8.240  -1.09
C -4.385 -5.096 10.747  -0.16
C -5.229 -3.856 10.820  -1.26
C -3.511 -6.906 9.153  -0.46
C -2.148 -6.437 8.901  -0.81
O -1.918 -6.392 7.462  -0.34
C -0.677 -5.834 7.130  -0.85
H -7.088 -7.912 10.464  0.37
H -5.669 -7.471 11.278  0.29
H -5.486 -8.528 9.824  0.36
H -6.661 -5.781 9.248  0.54
H -5.890 -7.096 8.282  0.42
H -5.347 -4.088 8.390  0.55
H -4.660 -5.313 7.362  0.41
H -3.557 -4.223 8.272  0.35
H -3.282 -4.969 10.913  0.38
H -4.719 -5.798 11.458  0.32
H -5.339 -3.559 11.927  0.36
H -6.247 -3.916 10.433  0.34
H -4.835 -2.970 10.326  0.38
H -3.827 -7.518 8.341  0.47
H -3.473 -7.394 10.144  0.40
H -1.410 -7.088 9.390  0.55
H -2.021 -5.431 9.294  0.28
H -0.687 -5.775 6.073  0.29
H 0.127 -6.545 7.311  0.32
H -0.518 -4.854 7.505  0.35
C -2.436 6.269 -4.004  -1.24
C -0.934 6.143 -4.152  -0.51
N -0.164 5.398 -3.004  0.84
C 1.294 5.423 -3.290  -1.37
C -0.379 6.284 -1.772  0.09
C 0.598 6.126 -0.662  -1.43
C -0.702 4.050 -2.657  0.42
C -0.751 2.948 -3.737  -0.09
O 0.512 2.667 -4.271  -0.37
C 0.425 1.334 -4.788  -1.11
H -2.943 6.242 -5.043  0.31
H -2.637 7.251 -3.655  0.41
H -2.927 5.479 -3.366  0.24
H -0.386 7.097 -4.098  0.67
H -0.554 5.627 -5.047  0.48
H 1.605 6.444 -3.208  0.43
H 1.634 4.924 -4.140  0.33
H 1.749 4.939 -2.440  0.48
H -1.401 6.129 -1.312  0.06
H -0.259 7.339 -2.177  0.48
H 0.209 6.788 0.100  0.59
H 1.635 6.420 -0.869  0.46
H 0.628 5.148 -0.138  -0.02
H -1.723 4.178 -2.279  0.10
H 0.033 3.774 -1.931  -0.47
H -1.495 3.172 -4.549  0.37
H -1.104 2.057 -3.237  -0.24
H 0.214 0.618 -3.946  0.26
H 1.346 0.984 -5.258  0.41
H -0.321 1.258 -5.532  0.57
C -2.305 -8.318 -3.055  -1.50
C -3.183 -7.092 -3.162  -0.50
N -3.067 -6.008 -2.138  0.61
C -3.434 -6.566 -0.760  -0.99
C -1.673 -5.455 -2.054  -0.71
C -1.155 -4.965 -3.383  -0.54
C -3.970 -4.840 -2.519  0.70
C -5.378 -4.931 -2.229  -1.25
O -5.979 -6.066 -2.868  -0.33
C -7.407 -5.909 -2.737  -0.82
H -2.466 -8.864 -2.163  0.36
H -1.266 -8.154 -3.171  0.33
H -2.663 -8.894 -3.875  0.47
H -4.266 -7.394 -3.149  0.36
H -3.061 -6.565 -4.069  0.59
H -4.514 -6.820 -0.696  0.31
H -3.115 -5.825 -0.051  0.35
H -2.903 -7.467 -0.498  0.38
H -1.057 -6.233 -1.632  0.54
H -1.626 -4.658 -1.322  0.40
H -1.763 -4.052 -3.634  0.14
H -1.359 -5.611 -4.197  0.41
H -0.176 -4.611 -3.375  0.02
H -3.791 -4.654 -3.601  0.46
H -3.500 -3.965 -2.047  -0.55
H -5.924 -3.965 -2.503  0.45
H -5.562 -4.927 -1.119  0.41
H -7.741 -4.982 -3.187  0.33
H -7.686 -5.826 -1.674  0.32
H -7.913 -6.727 -3.147  0.32
C -2.659 5.784 1.515  0.74
F -1.526 5.321 2.067  -0.23
F -3.499 6.142 2.475  -0.24
F -2.428 6.811 0.755  -0.21
S -3.504 4.379 0.582  1.10
O -2.568 4.184 -0.576  -0.96
O -3.514 3.230 1.508  -0.71
O -4.784 4.819 0.123  -0.65
C 4.657 5.893 1.539  0.53
F 3.693 6.587 1.013  -0.17
F 5.768 6.667 1.630  -0.22
F 4.277 5.444 2.713  -0.23
S 4.989 4.331 0.474  1.25
O 5.845 4.767 -0.595  -0.78
O 5.583 3.336 1.330  -0.74
O 3.595 3.965 0.143  -0.74
C -3.796 -0.819 -1.471  0.37
F -4.495 -1.845 -1.029  -0.17
F -4.470 0.058 -2.226  -0.22
F -3.496 -0.048 -0.347  -0.23
S -2.303 -1.422 -2.284  0.54
O -2.842 -2.228 -3.336  -0.65
O -1.601 -0.215 -2.707  -0.52
O -1.581 -2.101 -1.233  -0.61
C 2.812 -3.256 -2.872  0.22
F 2.148 -3.896 -1.871  -0.24
F 4.128 -3.514 -2.545  -0.28
F 2.598 -3.858 -4.033  -0.12
S 2.574 -1.426 -2.901  1.84
O 3.273 -1.132 -4.136  -0.49
O 1.135 -1.380 -2.955  -0.58
O 3.174 -0.903 -1.746  -0.91